The following is a DFT calculation (the ωB97M-V functional and the def2-TZVPD basis) of 14 unconnected molecules or ions with the total composition C70H114N16O26P in a non-equilibrium geometry.

```
227
Properties=species:S:1:pos:R:3
H 0.85 2.20 -5.93
C 2.32 -2.90 -4.54
H -1.75 6.73 -2.49
O 3.69 0.45 4.30
H 2.50 0.89 -2.17
H -8.08 -1.64 -2.44
C -6.82 0.08 -2.75
N 0.64 5.72 2.33
C -1.23 5.73 -2.60
N 2.96 -0.58 4.52
H 7.71 -2.02 -2.02
O -4.16 -2.55 -3.88
H 5.74 -2.19 -1.53
H -7.55 0.71 -2.22
N -3.85 -1.83 3.30
H -9.75 0.19 2.74
H 1.04 6.60 -1.72
H 8.31 -1.73 -3.70
C 3.32 0.62 1.08
C -1.10 -1.68 5.71
H 8.32 -3.34 -2.96
C -6.44 -4.72 -1.99
O 6.85 -0.06 -0.52
H 4.78 1.91 1.97
C -2.24 -2.57 0.12
C -6.50 1.01 1.23
C -6.81 0.26 -4.26
H 6.74 2.63 0.31
H -0.21 -2.20 5.39
C 3.73 -2.89 -4.16
O 4.37 1.22 -4.36
H -10.27 -1.26 4.85
H 6.75 -1.06 7.21
O -2.37 -2.02 -2.85
H 0.02 1.21 -0.65
H -7.20 1.26 -4.51
C -5.22 1.91 1.49
H -1.87 -3.94 -6.24
P -7.02 -1.56 -0.34
H -1.92 5.00 -3.03
C -8.70 -1.55 1.84
O 1.87 4.05 -0.07
H -2.01 -2.22 5.39
H 7.51 -3.94 3.69
C 3.02 1.01 -1.27
C 0.41 2.52 -4.96
H 0.83 6.71 -6.71
C 0.01 5.96 -3.49
H 4.64 2.20 -2.13
H 4.38 -3.57 -6.05
O 3.12 4.80 -1.62
C 0.20 -2.48 0.47
H 2.94 3.12 -3.71
C 5.85 3.12 0.02
C -7.00 -6.04 -2.56
H -7.56 -0.32 -4.88
H 6.86 -4.90 6.40
C 0.97 6.90 -2.74
C 1.12 3.89 -4.83
H -0.88 -3.38 -3.52
O -4.28 -1.58 -1.95
H 0.22 4.53 -6.77
C 7.66 -2.95 4.22
H 6.82 -3.21 -5.38
H -2.36 -2.61 -5.19
H -6.48 -3.18 1.25
N 6.36 -2.52 -3.45
O -1.86 1.96 0.62
H 3.00 0.11 2.06
H -1.09 5.87 -5.38
C -0.03 -3.13 -4.11
H -4.95 -0.62 -4.88
C -0.67 1.97 3.84
H -4.45 3.56 2.70
H -2.00 -0.15 -0.33
C 8.21 -3.21 5.63
C 0.17 0.22 -0.28
H 4.64 -4.72 6.78
C 1.09 4.76 -6.09
H 5.02 -4.05 8.41
O -1.52 2.79 -1.34
H 2.31 -2.20 0.84
H 5.63 -0.19 4.69
C -0.99 -0.53 -0.17
H -8.72 -2.65 1.85
C 0.67 -2.70 -6.29
C -5.25 2.87 2.74
H -6.67 -6.25 -3.59
H -2.24 -3.01 -0.88
C -6.93 -4.47 -0.51
C -1.12 4.17 2.77
H -5.47 0.70 -5.95
H 1.86 6.63 -5.38
H 5.92 3.62 -0.96
N 0.67 4.53 -3.57
H -0.53 7.48 -4.90
H -2.25 -3.31 0.90
C 1.05 7.00 1.64
H -4.80 1.00 -4.35
C 2.67 3.64 -4.63
C 1.33 -0.46 -0.02
H -0.99 5.34 -1.63
H -7.81 -1.33 2.41
O -3.16 -2.84 3.48
O 2.46 0.20 -4.22
H 2.51 5.32 3.11
H 0.25 7.27 0.91
H 5.55 3.79 0.81
C 1.11 3.71 3.62
H -3.07 -1.86 0.16
O 7.51 0.11 1.46
H -6.17 3.45 2.95
H -5.12 2.19 3.54
N 4.69 2.18 -0.08
C -0.63 5.29 2.20
N -1.00 -0.42 4.98
C 6.32 -2.24 4.18
C -5.92 -0.31 0.56
H 2.03 4.57 -6.59
C 4.07 -2.48 -2.88
O 2.64 -0.80 5.70
H 0.25 -2.48 -7.34
H -4.33 1.29 1.73
C -6.39 -3.23 0.17
C 6.01 -3.08 -4.68
O 3.48 5.27 0.49
H 6.86 -0.31 3.58
O 4.00 -0.49 -5.60
C 1.50 4.94 3.03
C 2.60 0.39 -0.07
C -9.81 -0.87 2.66
H 9.05 -3.91 5.44
H -8.69 -0.84 4.55
C -8.70 -1.18 0.36
C 1.31 -1.73 0.62
H 1.79 3.13 4.18
N -0.95 -1.79 0.25
O 2.74 -4.24 -0.91
C 6.54 -0.75 4.48
H -8.73 -0.12 0.15
H -5.86 0.42 -2.34
H 3.00 2.99 -5.51
H -5.54 -0.91 1.36
C -0.07 0.88 3.27
H 0.51 7.90 -2.88
N 3.59 0.33 -4.73
O 2.50 -1.28 3.65
H 5.02 -1.08 6.84
H -1.22 5.91 1.60
H 2.01 6.89 1.19
N 5.37 -2.82 5.31
O 0.88 4.03 -2.53
H 0.17 -3.51 0.79
N 2.32 -5.23 -0.22
C -0.22 3.28 3.37
C 5.41 -2.37 -2.53
H 3.16 4.59 -4.61
N 7.34 -0.61 0.46
N -0.32 -2.91 -5.40
C -0.31 -0.32 3.84
H -6.89 0.63 2.14
C 5.59 -2.38 2.76
C -0.30 6.42 -4.95
H -5.34 -3.08 -0.08
H 5.65 -3.40 2.46
C 1.97 -2.61 -5.87
H -8.07 -6.12 -2.50
C 5.80 -1.60 7.42
H -2.19 2.69 5.24
C 4.74 -3.78 7.37
H -0.68 2.62 -5.10
H 2.71 -2.30 -6.53
H 6.15 -1.78 2.08
H -1.65 -2.20 -6.75
C -5.43 0.31 -4.89
H -8.03 -4.34 -0.50
H -6.83 -5.32 0.18
C -1.57 1.90 4.94
C -1.66 -2.92 -5.97
H -2.21 0.50 6.43
C -1.66 0.64 5.50
C 4.73 -3.27 -5.02
H -7.23 1.53 0.59
H 5.33 -1.62 8.38
C -9.50 -1.40 4.11
N -3.62 -2.08 -2.89
H -5.11 -0.11 -0.16
C 0.94 6.20 -5.75
C 1.30 -3.11 -3.62
H -6.67 -6.81 -1.85
O 7.64 -1.79 0.51
H 8.64 -2.42 6.14
H 0.68 1.76 -4.26
H 3.79 -3.27 7.31
O 2.30 -6.36 -0.76
O -3.36 -0.74 3.12
C -7.05 -1.34 -2.16
C 7.18 -3.87 6.63
H -1.00 -1.54 6.76
H 0.60 0.95 2.38
O -5.07 -1.95 3.31
H 7.27 -0.55 5.30
H -9.12 -2.41 4.15
H 0.00 -1.21 3.31
C 7.82 -2.38 -3.03
H -9.58 -1.65 -0.16
O 4.33 -3.17 5.01
H -5.03 2.55 0.58
H -6.74 -3.87 -2.65
H 7.63 -3.90 7.61
H -6.29 -1.99 -2.66
N 2.84 4.70 -0.43
N -1.98 2.88 -0.16
O 1.81 -5.02 0.96
H 1.52 -3.31 -2.54
O -2.63 3.97 0.15
C 4.34 1.58 1.05
H -10.77 -1.15 2.26
H 1.05 7.70 2.42
C 4.16 1.77 -1.28
H -5.36 -4.79 -1.92
H 2.02 6.92 -3.19
H 3.38 -2.25 -2.02
C 5.86 -2.96 6.79
H 8.32 -2.40 3.51
H 4.54 -2.13 2.88
H -2.12 3.86 2.55
```

* net charge: +1
* highest occupied orbital energy: -0.349 Ha
* multiplicity: 1
* orbital gap: 0.2288 Eh

Löwdin atomic charge list, values in e, 99 entries: H 0.108; C -0.129; H 0.122; O -0.081; H 0.080; H 0.100; C -0.242; N -0.049; C -0.018; N -0.600; H 0.054; O -0.011; H 0.122; H 0.102; N -0.652; H 0.097; H 0.058; H 0.086; C 0.041; C 0.037; H 0.109; C -0.239; O -0.039; H 0.142; C 0.035; C -0.169; C -0.253; H 0.077; H 0.100; C -0.156; O -0.032; H 0.065; H 0.097; O -0.065; H 0.103; H 0.101; C -0.220; H 0.116; P 1.086; H 0.093; C -0.291; O -0.026; H 0.106; H 0.143; C 0.049; C 0.015; H 0.127; C -0.388; H 0.118; H 0.160; O -0.028; C -0.006; H 0.054; C 0.044; C -0.107; H 0.128; H 0.125; C -0.003; C -0.411; H 0.112; O -0.061; H 0.150; C -0.125; H 0.147; H 0.071; H 0.085; N -0.025; O -0.027; H 0.111; H 0.111; C 0.045; H 0.018; C -0.133; H 0.031; H 0.137; C -0.147; C 0.028; H 0.105; C -0.149; H 0.118; O -0.049; H 0.146; H 0.062; C 0.004; H 0.118; C 0.000; C -0.087; H 0.079; H 0.081; C -0.231; C 0.043; H 0.094; H 0.114; H 0.114; N 0.022; H 0.130; H 0.087; C 0.058; H 0.071

=====

The following is a DFT calculation (the ωB97M-V functional and the def2-TZVPD basis) of a molecular structure, C25H26FN4OS2SiSn in a non-equilibrium geometry.

```
61
Properties=species:S:1:pos:R:3
H 2.52 -3.77 2.11
H 4.32 3.19 -1.17
C 1.90 -3.28 -1.14
C -0.95 3.65 -2.84
H 3.57 -0.73 -0.29
C -2.06 1.98 3.79
H -1.46 3.68 -4.89
H -4.17 2.60 2.05
H -5.47 -1.55 3.71
C -1.08 3.11 -4.13
O -3.26 2.05 4.51
H -1.25 4.65 -2.54
H 2.15 0.82 1.84
C 3.44 -4.86 0.53
C -3.54 1.86 1.47
C 3.62 -4.97 -0.89
C 3.83 0.27 -0.74
C -5.34 -1.26 0.25
H -6.05 -2.85 1.62
N 5.24 -6.76 -1.79
H -1.36 2.11 1.75
H -0.62 1.38 -5.27
H -3.87 1.35 4.31
C -2.21 1.61 2.26
H -1.37 1.27 4.19
C -4.72 -0.04 0.26
C 1.91 -3.08 0.21
F -0.05 3.69 -0.73
H 3.09 2.98 -2.35
C 0.19 1.17 -3.38
C 0.39 1.73 -2.11
C 4.49 -5.99 -1.45
S 0.98 -2.37 -2.33
N -4.67 0.04 2.63
C -0.51 1.85 -4.37
H -4.52 0.41 -0.70
C -5.30 -1.15 2.67
N 1.08 1.04 -1.04
C 4.12 -5.73 1.41
H -1.72 3.00 3.87
C 3.18 3.18 -1.29
C 2.76 -4.23 -1.69
H 3.89 0.05 -1.85
Si 2.62 1.58 -0.39
H 2.68 4.08 -1.04
N 4.49 -6.54 2.14
H 2.73 -4.44 -2.75
H -2.05 0.52 2.08
H -5.50 -1.89 -0.63
H 4.81 0.57 -0.39
H -3.33 2.13 0.43
C 2.58 -3.96 1.07
Sn -0.22 -0.68 -0.83
C -4.33 0.59 1.42
H 0.67 0.26 -3.58
H 3.70 1.88 1.85
C -5.57 -1.88 1.50
C -0.22 2.98 -1.88
S 1.07 -1.74 1.05
C 2.63 1.80 1.49
H 2.12 2.64 2.02
```

* net charge: -1
* highest occupied orbital energy: -0.181 Ha
* multiplicity: 1
* orbital gap: 0.2713 Eh

Löwdin charges in e: H 0.102; H 0.048; C -0.709; C -0.019; H 0.027; C -0.247; H 0.064; H 0.131; H 0.118; C -0.079; O -0.090; H 0.109; H 0.004; C -0.206; C -0.128; C -0.164; C -0.191; C -0.068; H 0.090; N 0.153; H 0.104; H 0.067; H 0.044; C -0.148; H 0.097; C -0.052; C -0.652; F 0.032; H 0.014; C -0.079; C -0.404; C -0.191; S 0.488; N 0.095; C -0.080; H 0.113; C -0.140; N -0.285; C -0.198; H 0.106; C -0.165; C -0.079; H 0.059; Si 0.344; H -0.002; N 0.158; H 0.108; H 0.094; H 0.114; H 0.021; H 0.108; C -0.073; Sn 0.662; C -0.290; H 0.053; H 0.037; C -0.076; C -0.239; S 0.463; C -0.194; H 0.020

=====

The following is a DFT calculation (the ωB97M-V functional and the def2-TZVPD basis) of a gas-phase ion, C3H7N2 (charge +1) in a non-equilibrium geometry.

```
12
Properties=species:S:1:pos:R:3
N 1.19 -0.12 0.47
H 1.63 0.24 1.33
H 2.46 -1.61 0.01
N -0.92 0.39 -0.68
C -0.94 1.20 0.57
H -1.17 2.26 0.59
C 1.54 -1.21 -0.18
H 1.12 -1.51 -1.08
H -0.86 0.70 -1.71
H -1.42 0.67 1.46
C 0.24 0.64 0.04
H -1.56 -0.38 -0.60
```

* net charge: +1
* highest occupied orbital energy (spin up / spin down): -0.456 / -0.456 Ha
* multiplicity: 1
* orbital gap (spin up / spin down): 0.3053 / 0.3053 Eh
* relative energy (zero: lowest compared OMol25 entry of this formula, charge and spin): 4.084 eV

Löwdin charges in e: N 0.059; H 0.215; H 0.061; N 0.134; C 0.012; H 0.125; C 0.106; H 0.076; H 0.232; H 0.156; C -0.345; H 0.169

=====

Question: Look up the net charge of the third one.
Answer: +1

=====

Question: What is the net charge in the first record?
Answer: +1

=====

Question: Which value of multiplicity does entry 1 give?
Answer: 1